{"formula": "C22H20N2O7PPbS", "method": "the ωB97M-V functional and the def2-TZVPD basis", "energy_ev": -65818.490, "gap_ev": [6.7524, 5.7922], "total_charge": -1, "elements": ["Pb", "N", "C", "C", "O", "N", "C", "C", "O", "O", "H", "H", "H", "H", "H", "H", "O", "S", "O", "O", "C", "C", "C", "C", "C", "C", "P", "C", "C", "C", "C", "C", "C", "C", "C", "C", "C", "C", "C", "H", "H", "H", "H", "H", "H", "H", "H", "H", "H", "H", "H", "H", "H", "O"], "coordinates": [[1.576, -1.225, 1.166], [3.893, -2.263, 1.688], [4.169, -3.541, 1.014], [2.826, -4.217, 0.532], [2.939, -5.343, 0.092], [1.706, -3.427, 0.503], [0.815, -3.653, 1.715], [0.226, -2.305, 2.526], [-0.854, -1.857, 2.115], [0.982, -1.869, 3.440], [3.998, -1.501, 1.035], [4.765, -1.969, 2.321], [4.592, -4.213, 1.758], [4.859, -3.451, 0.174], [1.319, -4.198, 2.516], [-0.088, -4.210, 1.460], [0.038, 2.560, 4.008], [-0.329, 1.340, 3.321], [-1.033, 0.377, 4.120], [0.783, 0.819, 2.494], [-1.530, 1.849, 2.062], [-2.549, 2.642, 2.590], [-3.547, 3.157, 1.788], [-3.533, 2.893, 0.425], [-2.524, 2.113, -0.104], [-1.513, 1.572, 0.697], [-0.229, 0.573, -0.215], [0.573, 1.844, -1.250], [0.019, 2.365, -2.415], [0.699, 3.326, -3.148], [1.938, 3.783, -2.722], [2.493, 3.277, -1.555], [1.813, 2.315, -0.825], [-1.291, -0.362, -1.376], [-0.887, -0.657, -2.676], [-1.694, -1.418, -3.503], [-2.904, -1.922, -3.036], [-3.294, -1.663, -1.733], [-2.490, -0.888, -0.906], [-2.535, 2.849, 3.652], [-4.329, 3.769, 2.221], [-4.302, 3.290, -0.224], [-2.530, 1.906, -1.165], [-0.945, 2.018, -2.762], [0.257, 3.721, -4.054], [2.467, 4.535, -3.294], [3.454, 3.634, -1.208], [2.243, 1.930, 0.092], [0.072, -0.311, -3.033], [-1.367, -1.639, -4.511], [-3.525, -2.530, -3.681], [-4.218, -2.072, -1.346], [-2.789, -0.718, 0.120], [1.316, -1.035, -0.900]]}